The following is a quantum chemistry calculation of a cluster of 9 separate species, C45H45N9 in total, from OMol25.

Summary:
energy above the lowest of the compared OMol25 structures with the same formula, charge and spin	5.9	kcal/mol
E_LUMO	0.0134	Eh
energy	-60803.861	eV
HOMO-LUMO gap	9.82	eV

Each line ends with the Löwdin charge.
Geometry (Å):
C 9.9361 -7.8879 -20.5868  -0.088
C 10.1141 -8.2438 -19.2633  -0.076
C 9.8117 -7.2977 -18.2883  -0.163
N 9.2261 -6.1412 -18.5394  0.061
C 9.0355 -5.8260 -19.8194  -0.152
C 9.3746 -6.6590 -20.8759  -0.070
H 10.1549 -8.5989 -21.3755  0.107
H 10.5166 -9.2032 -18.9676  0.091
H 10.0023 -7.5464 -17.2473  0.085
H 8.5026 -4.9022 -20.0205  0.104
H 9.2763 -6.2866 -21.8865  0.102
C 9.9835 -10.7170 -13.6932  -0.079
C 10.5957 -9.6963 -14.3942  -0.072
C 9.9571 -8.4723 -14.4800  -0.162
N 8.7943 -8.1954 -13.8824  0.061
C 8.2286 -9.1771 -13.1894  -0.155
C 8.7675 -10.4568 -13.0914  -0.068
H 10.3883 -11.7206 -13.6864  0.086
H 11.5264 -9.8761 -14.9187  0.075
H 10.4121 -7.6176 -14.9728  0.093
H 7.2403 -8.9694 -12.7909  0.103
H 8.2272 -11.2236 -12.5519  0.101
C 18.4843 -6.6210 -18.4318  -0.093
C 18.3384 -7.7947 -19.1571  -0.073
C 18.1935 -7.7142 -20.5314  -0.151
N 18.1515 -6.5735 -21.2146  0.070
C 18.2741 -5.4519 -20.5146  -0.154
C 18.4390 -5.4273 -19.1367  -0.089
H 18.5305 -6.6477 -17.3502  0.097
H 18.3883 -8.7849 -18.7215  0.084
H 18.1628 -8.6279 -21.1157  0.102
H 18.1654 -4.5041 -21.0319  0.106
H 18.5452 -4.5113 -18.5677  0.106
C 18.7331 -9.6886 -11.4721  -0.074
C 18.4811 -9.5459 -12.8254  -0.085
C 17.9125 -10.5971 -13.5260  -0.162
N 17.6379 -11.7731 -12.9853  0.067
C 17.8301 -11.8872 -11.6748  -0.156
C 18.3609 -10.8859 -10.8800  -0.074
H 19.2243 -8.9194 -10.8910  0.105
H 18.7380 -8.6148 -13.3136  0.096
H 17.7662 -10.4920 -14.5964  0.084
H 17.5924 -12.8472 -11.2292  0.103
H 18.4976 -11.0978 -9.8276  0.101
C 13.8670 -8.6640 -16.3437  -0.063
C 13.5540 -9.6587 -17.2506  -0.070
C 14.5960 -10.3826 -17.8221  -0.183
N 15.8720 -10.1771 -17.5412  0.074
C 16.1661 -9.1907 -16.6949  -0.167
C 15.2045 -8.4220 -16.0742  -0.064
H 13.0829 -8.0876 -15.8680  0.103
H 12.5292 -9.8716 -17.5283  0.096
H 14.3955 -11.1590 -18.5535  0.095
H 17.2310 -9.0207 -16.5713  0.081
H 15.5076 -7.6487 -15.3803  0.103
C 20.4330 -9.3553 -15.9306  -0.092
C 21.2072 -9.2293 -14.7843  -0.089
C 21.6323 -10.3792 -14.1459  -0.161
N 21.4219 -11.6014 -14.6233  0.067
C 20.6879 -11.7070 -15.7236  -0.151
C 20.1552 -10.6233 -16.4117  -0.078
H 20.0904 -8.4751 -16.4637  0.088
H 21.4072 -8.2747 -14.3143  0.103
H 22.1632 -10.3421 -13.2011  0.106
H 20.5027 -12.7243 -16.0540  0.106
H 19.5966 -10.7454 -17.3300  0.097
C 13.7887 -14.1703 -16.8837  -0.080
C 13.6609 -13.0751 -16.0527  -0.073
C 12.4228 -12.8816 -15.4483  -0.155
N 11.3362 -13.6031 -15.7206  0.058
C 11.4575 -14.5769 -16.6171  -0.157
C 12.6740 -14.9427 -17.1692  -0.074
H 14.7522 -14.4032 -17.3218  0.109
H 14.5079 -12.4593 -15.7846  0.102
H 12.2819 -12.2811 -14.5536  0.090
H 10.5945 -15.2001 -16.8276  0.103
H 12.7461 -15.7252 -17.9128  0.101
C 15.4258 -9.5870 -22.3742  -0.084
C 15.5478 -8.3222 -22.9442  -0.077
C 14.7766 -7.3027 -22.4093  -0.151
N 13.7729 -7.5086 -21.5494  0.064
C 13.6725 -8.7262 -21.0281  -0.155
C 14.4961 -9.7938 -21.3754  -0.071
H 16.0508 -10.3887 -22.7513  0.107
H 16.2260 -8.1485 -23.7661  0.104
H 14.9428 -6.2667 -22.6872  0.106
H 12.8513 -8.8990 -20.3379  0.086
H 14.3665 -10.7044 -20.8088  0.087
C 14.9274 -5.4916 -18.2526  -0.074
C 15.1922 -5.1067 -16.9487  -0.092
C 14.1237 -4.7494 -16.1325  -0.173
N 12.8676 -4.6928 -16.5522  0.062
C 12.6385 -5.0900 -17.8140  -0.147
C 13.6264 -5.4494 -18.7083  -0.062
H 15.7699 -5.7643 -18.8771  0.086
H 16.2030 -5.0968 -16.5606  0.093
H 14.3014 -4.3131 -15.1518  0.102
H 11.6042 -4.9620 -18.1161  0.088
H 13.3824 -5.7107 -19.7304  0.084

Cartesian forces (eV/Å) of the 2 atoms listed first:
-0.289 -0.546 -0.193
0.269 0.417 0.155